[1]
Entry from the Open Molecules 2025 dataset: a cluster of 2 separate species, CH3N2O2S in total at a distorted geometry (the ωB97M-V functional and the def2-TZVPD basis).

Last column: Mulliken charge in e.
Cartesian coordinates (Å):
C1 -0.847 0.595 0.087  -0.04
N1 -0.367 -0.697 -0.282  -0.28
N2 0.580 0.411 -0.036  -0.36
O1 2.103 -0.545 -4.430  -0.53
O2 3.214 -1.972 -2.792  -0.59
S1 2.002 -1.131 -3.117  0.13
H1 -1.040 0.863 1.133  0.21
H2 -0.191 -1.302 0.445  0.21
H3 0.736 0.766 -0.962  0.25

Computed properties:
Total charge ... -1
Kohn-Sham gap (spin up / spin down) ... 0.29984 / 0.12181 hartree
E_tot ... -697.9440 hartree
Strongest force on any atom ... 3.52 eV Å⁻¹
Energy above the lowest of the compared OMol25 structures with the same formula, charge and spin ... 121.58 kcal per mole



[2]
Entry from the Open Molecules 2025 dataset: a cluster of 2 separate species, C3H9N3O in total at a distorted geometry (the ωB97M-V functional and the def2-TZVPD basis).

Last column: Mulliken charge in e.
Cartesian coordinates (Å):
C1 -1.693 -0.192 1.669  -0.82
C2 -0.188 -0.156 -0.197  0.58
C3 0.847 0.561 -2.185  -0.56
H1 -2.720 -0.469 2.009  0.31
H2 -1.329 0.732 1.984  0.29
H3 -1.243 -1.149 2.220  0.19
H4 -2.305 -0.409 -0.412  0.27
H5 0.618 0.239 -3.208  0.26
H6 2.040 0.321 -1.815  0.24
H7 0.501 1.866 -1.601  0.29
H8 2.213 -0.572 -0.151  0.24
H9 2.257 -0.238 1.542  0.29
N1 -1.411 -0.342 0.306  -0.21
N2 0.526 0.024 0.759  -0.23
N3 2.001 0.186 0.570  -0.71
O1 -0.115 -0.402 -1.489  -0.41

Computed properties:
Kohn-Sham gap ... 0.31902 hartree
E_tot ... -359.0091 hartree
Strongest force on any atom ... 9.18 eV Å⁻¹
Energy above the lowest of the compared OMol25 structures with the same formula, charge and spin ... 147.68 kcal per mole



[3]
Entry from the Open Molecules 2025 dataset: a structure of composition C19H51F3HfO23S5 at a distorted geometry (the ωB97M-V functional and the def2-TZVPD basis).

Last column: Mulliken charge in e.
Cartesian coordinates (Å):
Hf1 4.915 -2.008 1.130  1.74
C1 1.634 -7.520 0.393  0.63
F1 1.287 -6.632 -0.462  -0.18
F2 0.527 -8.141 0.955  -0.20
F3 2.500 -8.368 -0.190  -0.19
S1 2.512 -6.671 1.885  1.11
O1 1.411 -6.196 2.674  -0.50
O2 3.282 -7.712 2.586  -0.50
O3 3.358 -5.535 1.406  -0.57
C2 -1.293 -2.011 1.376  -1.07
C3 -0.320 -0.835 1.245  0.64
C4 -0.441 0.273 2.313  -1.19
O4 1.034 -1.219 1.141  -0.28
H1 -2.256 -1.555 1.608  0.37
H2 -1.018 -2.739 2.139  0.34
H3 -1.341 -2.471 0.389  0.30
H4 -0.648 -0.316 0.344  0.22
H5 -1.455 0.671 2.279  0.37
H6 0.228 1.107 2.103  0.36
H7 -0.184 0.002 3.337  0.33
O5 -1.006 5.456 -6.081  -0.60
S2 -1.725 4.181 -5.886  1.07
O6 -3.039 4.108 -5.342  -0.54
O7 -1.704 3.401 -7.369  -0.29
C5 -1.063 3.980 -8.435  -0.13
C6 -0.777 2.835 -9.370  -1.17
C7 -0.614 3.031 -4.894  -0.87
H8 -0.174 4.576 -8.230  0.34
H9 -1.834 4.604 -8.886  0.28
H10 0.158 2.313 -9.163  0.29
H11 -0.630 3.140 -10.406  0.37
H12 -1.616 2.139 -9.356  0.31
H13 -0.304 3.559 -3.992  0.33
H14 0.206 2.760 -5.560  0.30
H15 -1.191 2.167 -4.565  0.33
O8 -0.235 -2.801 6.818  -0.55
S3 -1.143 -3.593 7.628  1.03
O9 -0.636 -4.326 8.804  -0.58
O10 -2.367 -2.605 8.190  -0.32
C8 -2.755 -1.461 7.400  -0.20
C9 -4.331 -1.467 7.232  -1.01
C10 -2.160 -4.692 6.529  -0.84
H16 -2.241 -1.549 6.443  0.24
H17 -2.500 -0.510 7.868  0.31
H18 -4.568 -2.328 6.607  0.28
H19 -4.606 -0.585 6.655  0.34
H20 -4.795 -1.395 8.216  0.30
H21 -2.959 -5.137 7.122  0.33
H22 -1.392 -5.445 6.354  0.41
H23 -2.335 -4.061 5.657  0.25
O11 4.883 5.131 1.652  -0.61
S4 4.506 6.308 2.473  1.11
O12 4.734 6.319 3.926  -0.59
O13 5.253 7.678 1.842  -0.28
C11 4.890 8.041 0.502  -0.14
C12 5.660 9.364 0.140  -1.26
C13 2.689 6.681 2.129  -0.92
H24 3.818 8.169 0.351  0.31
H25 5.125 7.229 -0.187  0.33
H26 6.737 9.195 0.118  0.31
H27 5.615 10.200 0.837  0.35
H28 5.307 9.747 -0.818  0.37
H29 2.030 6.149 2.815  0.34
H30 2.664 6.466 1.061  0.35
H31 2.526 7.750 2.270  0.34
O14 0.099 -3.361 -4.038  -0.56
S5 -0.907 -3.922 -4.904  1.03
O15 -1.389 -3.056 -6.040  -0.57
O16 -0.250 -5.377 -5.516  -0.29
C14 -0.836 -5.911 -6.632  -0.30
C15 -0.565 -7.429 -6.645  -1.14
C16 -2.316 -4.590 -3.887  -0.87
H32 -0.301 -5.557 -7.513  0.29
H33 -1.854 -5.592 -6.854  0.42
H34 0.495 -7.667 -6.739  0.30
H35 -1.007 -7.725 -7.596  0.36
H36 -0.909 -7.895 -5.721  0.31
H37 -3.092 -4.776 -4.630  0.32
H38 -2.643 -3.812 -3.197  0.36
H39 -2.032 -5.423 -3.245  0.32
O17 3.644 -3.095 -1.989  -0.56
H40 2.802 -2.717 -2.245  0.32
H41 3.824 -3.755 -2.659  0.30
O18 4.492 0.970 2.731  -0.55
H42 4.756 1.843 2.441  0.32
H43 3.899 1.131 3.465  0.29
O19 3.529 -2.413 4.168  -0.48
H44 3.789 -2.099 5.034  0.29
H45 2.786 -2.993 4.336  0.29
O20 2.459 2.298 5.526  -0.59
H46 2.926 2.780 6.209  0.32
H47 1.567 2.643 5.555  0.30
C17 -5.414 3.142 1.113  -0.26
C18 -4.571 3.939 0.140  -0.27
O21 -4.002 3.020 -0.737  -0.28
C19 -4.613 1.870 -0.589  0.68
O22 -4.483 0.949 -1.366  -0.57
O23 -5.339 1.878 0.538  -0.34
H48 -6.388 3.605 1.276  0.27
H49 -5.015 3.178 2.126  0.25
H50 -3.816 4.414 0.766  0.24
H51 -5.158 4.658 -0.432  0.29

Computed properties:
Total charge ... +2
Kohn-Sham gap ... 0.06495 hartree
E_tot ... -4822.3260 hartree
Strongest force on any atom ... 4.90 eV Å⁻¹



[4]
Entry from the Open Molecules 2025 dataset: a cluster of 10 separate species, C15H50N2O10 in total at a distorted geometry (the ωB97M-V functional and the def2-TZVPD basis).

Last column: Mulliken charge in e.
Cartesian coordinates (Å):
C1 -19.274 -6.506 -7.853  -0.58
C2 -19.176 -5.441 -6.789  -0.24
O1 -18.315 -4.512 -7.383  -0.55
H1 -18.392 -7.127 -7.921  0.42
H2 -19.452 -6.151 -8.849  -0.49
H3 -19.965 -7.255 -7.577  0.53
H4 -18.784 -5.760 -5.783  0.31
H5 -20.151 -4.902 -6.720  0.26
H6 -18.145 -3.748 -6.802  0.28
C3 -20.407 -6.627 -13.381  -2.14
C4 -19.294 -5.818 -12.766  1.72
O2 -18.907 -6.420 -11.552  0.35
H7 -21.264 -6.813 -12.795  0.42
H8 -19.989 -7.581 -13.528  0.41
H9 -20.626 -6.251 -14.357  0.51
H10 -19.664 -4.802 -12.458  -0.48
H11 -18.406 -5.700 -13.403  -0.47
H12 -18.384 -5.756 -10.985  -0.04
C5 -19.594 -3.415 -15.337  -0.90
C6 -18.181 -3.242 -14.758  -0.26
O3 -18.114 -2.961 -13.412  -0.65
H13 -20.299 -3.685 -14.629  0.02
H14 -19.612 -4.164 -16.144  0.23
H15 -19.889 -2.507 -15.910  0.41
H16 -17.600 -2.567 -15.343  0.68
H17 -17.607 -4.161 -14.809  0.03
H18 -17.992 -1.985 -13.398  0.32
C7 -18.614 -6.923 -16.502  -0.79
C8 -17.639 -5.992 -17.323  -0.29
O4 -16.479 -6.027 -16.431  -0.46
H19 -18.074 -7.829 -16.373  0.44
H20 -19.584 -7.096 -16.977  0.40
H21 -18.788 -6.553 -15.493  -0.18
H22 -18.074 -4.985 -17.502  0.24
H23 -17.351 -6.385 -18.343  0.37
H24 -15.733 -5.644 -16.949  0.26
C9 -21.593 -1.717 -12.741  -0.53
C10 -21.113 -0.451 -13.367  -0.33
O5 -20.456 0.338 -12.437  -0.56
H25 -22.185 -2.347 -13.396  0.33
H26 -22.348 -1.426 -11.970  0.41
H27 -20.871 -2.302 -12.241  -0.12
H28 -21.915 0.154 -13.796  0.38
H29 -20.435 -0.672 -14.195  0.09
H30 -21.065 0.920 -11.976  0.32
C11 -16.570 -4.344 -10.251  0.38
O6 -15.551 -4.530 -9.320  -0.77
N1 -17.810 -4.582 -9.999  -0.25
N2 -16.374 -3.869 -11.461  -0.13
H31 -18.031 -4.806 -9.062  0.15
H32 -18.535 -3.942 -10.350  0.23
H33 -15.442 -3.470 -11.628  0.25
H34 -17.183 -3.756 -12.128  0.23
C12 -21.124 -9.205 -10.844  -0.79
O7 -19.792 -8.843 -10.596  -0.53
H35 -21.854 -8.504 -10.544  0.39
H36 -21.328 -10.092 -10.188  0.26
H37 -21.243 -9.372 -11.871  0.27
H38 -19.573 -7.946 -10.820  0.22
C13 -16.286 -7.429 -13.233  -0.04
O8 -16.669 -8.552 -12.486  -0.65
H39 -15.246 -7.453 -13.664  0.29
H40 -16.228 -6.566 -12.554  0.00
H41 -16.950 -7.321 -14.069  -0.01
H42 -17.428 -8.317 -11.917  0.38
C14 -21.822 -5.577 -10.168  0.52
O9 -23.226 -5.803 -9.890  -0.59
H43 -21.724 -5.159 -11.148  -0.13
H44 -21.377 -6.594 -10.258  -0.36
H45 -21.294 -5.043 -9.368  0.19
H46 -23.289 -5.910 -8.959  0.32
C15 -19.000 -11.126 -12.831  0.31
O10 -17.698 -11.350 -12.397  -0.56
H47 -19.062 -10.105 -12.995  -0.54
H48 -19.671 -11.493 -12.054  0.19
H49 -19.158 -11.690 -13.750  0.30
H50 -17.343 -10.505 -12.173  0.41

Computed properties:
Structure (SMILES) ... NC(N)=O.CCO.CCO.CCO.CCO.CCO.CO.CO.CO.CO
Kohn-Sham gap ... 0.33974 hartree
E_tot ... -1463.2235 hartree
Strongest force on any atom ... 9.50 eV Å⁻¹
Energy above the lowest of the compared OMol25 structures with the same formula, charge and spin ... 20.10 kcal per mole



[5]
Entry from the Open Molecules 2025 dataset: a structure of composition C46H52As4F10N3Na at a distorted geometry (the ωB97M-V functional and the def2-TZVPD basis).

Last column: Mulliken charge in e.
Cartesian coordinates (Å):
Na1 4.013 -2.859 4.221  0.61
C1 4.621 -3.857 -2.230  -0.82
N1 5.919 -3.434 -1.374  0.31
C2 5.221 -2.892 -0.034  -1.86
C3 4.402 -3.820 0.686  0.52
N2 3.598 -3.608 1.700  -0.42
C4 3.034 -4.866 2.209  0.38
C5 1.650 -5.102 2.489  -0.05
F1 0.934 -3.897 2.730  -0.25
C6 1.315 -6.394 2.879  0.39
F2 0.276 -6.512 3.785  -0.26
C7 2.141 -7.464 2.392  0.23
F3 1.462 -8.647 2.281  -0.29
C8 3.456 -7.317 2.305  0.12
F4 4.388 -8.307 2.203  -0.27
C9 3.948 -5.974 2.471  0.23
F5 5.340 -5.718 2.454  -0.29
C10 6.727 -4.563 -1.142  -0.85
C11 4.227 -0.320 5.798  -0.72
N3 3.031 -0.991 5.598  -0.66
C12 1.992 -1.388 6.339  -0.06
C13 0.656 -1.199 5.809  0.29
F6 0.397 -0.933 4.525  -0.34
C14 -0.486 -1.349 6.604  0.34
F7 -1.609 -0.837 6.136  -0.27
C15 -0.433 -2.030 7.835  0.18
F8 -1.473 -2.706 8.338  -0.30
C16 0.857 -2.097 8.407  0.33
F9 0.787 -2.606 9.656  -0.33
C17 2.002 -1.827 7.668  0.45
F10 3.106 -1.696 8.429  -0.32
H1 5.042 -3.769 -3.271  0.36
H2 4.004 -3.060 -1.873  0.38
H3 4.355 -4.823 -1.880  0.34
H4 4.625 -1.908 -0.016  -0.02
H5 6.086 -2.760 0.581  0.78
H6 4.355 -4.811 0.211  0.48
H7 6.518 -2.828 -1.297  0.28
H8 6.946 -4.531 0.083  0.05
H9 6.867 -5.583 -1.433  0.21
H10 4.779 -0.099 6.860  0.12
H11 4.776 0.268 5.191  0.46
C18 -3.921 0.448 0.928  -1.13
As1 -5.082 1.972 0.354  0.34
C19 -6.831 1.003 0.608  -1.15
C20 -5.254 3.055 2.000  -1.51
C21 -4.591 4.438 2.045  3.00
C22 -5.438 5.216 1.007  -2.26
C23 -3.087 4.363 1.705  -1.09
As2 -2.570 5.173 -0.119  0.11
C24 -1.268 6.531 0.279  -1.00
C25 4.986 0.046 0.585  -0.76
C26 -4.838 4.985 3.479  -2.17
As3 -3.922 4.672 5.317  0.38
C27 -1.973 4.217 4.858  -1.15
C28 -4.291 2.745 5.470  -1.04
H12 -3.441 0.474 1.876  0.36
H13 -3.098 0.265 0.156  0.33
H14 -4.559 -0.443 0.832  0.38
H15 -6.726 0.070 1.196  0.32
H16 -7.175 0.820 -0.386  0.37
H17 -7.428 1.720 1.125  0.37
H18 -4.882 2.376 2.774  0.01
H19 -6.351 3.162 2.163  0.61
H20 -5.457 4.747 0.027  0.54
H21 -5.057 6.259 0.839  0.51
H22 -6.428 5.309 1.459  0.46
H23 -2.691 3.330 1.507  0.34
H24 -2.390 4.794 2.422  0.16
H25 -0.398 6.083 0.795  0.30
H26 -1.624 7.306 0.965  0.32
H27 -0.942 6.963 -0.662  0.35
H28 5.610 0.938 0.938  0.15
H29 4.939 -0.900 1.031  0.10
H30 4.008 0.490 0.102  0.03
H31 -5.901 4.812 3.753  0.41
H32 -4.689 6.073 3.468  0.56
H33 -1.504 4.893 4.157  0.38
H34 -1.826 3.173 4.518  0.30
H35 -1.444 4.322 5.825  0.37
H36 -5.361 2.586 5.545  0.40
H37 -3.766 2.438 6.365  0.38
H38 -3.954 2.151 4.636  0.16
C29 -2.817 3.607 -7.826  -0.25
C30 -3.368 2.966 -6.805  -0.82
C31 -2.515 2.244 -5.991  -0.05
C32 -1.156 2.399 -6.096  0.31
C33 -0.623 3.089 -7.135  0.12
C34 -1.464 3.657 -8.034  -0.62
As4 -0.042 1.402 -4.635  0.07
C35 -0.653 -0.555 -4.921  -0.02
C36 -1.985 -0.999 -5.019  -0.09
C37 -2.359 -2.302 -5.213  -0.81
C38 -1.468 -3.119 -5.900  -0.27
C39 -0.129 -2.702 -6.120  -0.64
C40 0.341 -1.471 -5.491  0.64
C41 1.630 -0.787 -5.731  0.71
C42 2.856 -1.518 -6.254  -1.09
C43 3.990 -0.676 -6.600  -0.25
C44 3.890 0.718 -6.744  -0.73
C45 2.577 1.472 -6.440  0.09
C46 1.407 0.552 -6.050  -0.38
H39 -3.479 4.138 -8.485  0.32
H40 -4.406 3.232 -6.571  0.32
H41 -3.119 1.463 -5.437  -0.01
H42 0.483 3.417 -7.263  0.15
H43 -1.119 4.232 -8.867  0.38
H44 -2.817 -0.291 -4.891  0.14
H45 -3.359 -2.573 -4.840  0.36
H46 -1.855 -4.121 -6.199  0.27
H47 0.596 -3.274 -6.707  0.27
H48 2.762 -2.582 -6.569  0.13
H49 4.967 -1.154 -6.707  0.32
H50 4.875 1.242 -6.963  0.20
H51 2.796 2.579 -6.018  0.20
H52 2.332 1.758 -7.748  0.05

Computed properties:
Total charge ... -2
Kohn-Sham gap (spin up / spin down) ... 0.09496 / 0.09449 hartree
E_tot ... -12051.3653 hartree
Strongest force on any atom ... 15.30 eV Å⁻¹